[1]
Below is a structure of composition C20H50AlNO2P2Si4Te in a non-equilibrium geometry, with properties calculated with wB97M-V/def2-TZVPD.

Element x y z (Å)
Al1 0.189 -0.379 -3.467
P1 -1.971 0.384 -3.265
C1 -2.089 1.286 -4.836
C2 -0.720 1.667 -5.386
N1 0.383 1.109 -4.824
C3 1.618 1.584 -5.133
C4 1.777 2.509 -6.152
C5 0.663 2.999 -6.835
C6 -0.600 2.573 -6.425
C7 2.831 1.087 -4.368
P2 2.473 -0.276 -3.213
H1 -1.518 2.927 -6.893
H2 2.790 2.834 -6.390
H3 0.766 3.715 -7.651
H4 3.623 0.725 -5.045
H5 3.271 1.893 -3.756
H6 -2.624 0.671 -5.525
H7 -2.706 2.175 -4.634
H8 -1.763 -4.898 -6.203
O1 -2.566 -4.399 -6.112
H9 -2.648 -3.912 -6.956
H10 -0.306 -2.442 1.062
O2 -0.015 -1.446 -1.941
H11 -0.069 -2.380 -2.238
C8 3.384 -1.719 -3.789
H12 4.422 -1.445 -4.018
H13 3.364 -2.495 -3.012
H14 2.905 -2.125 -4.691
C9 3.010 0.203 -1.556
H15 2.439 -0.366 -0.803
H16 4.085 0.006 -1.434
H17 2.804 1.272 -1.396
C10 -2.182 1.619 -1.953
H18 -3.249 1.889 -1.852
H19 -1.802 1.212 -1.000
H20 -1.602 2.519 -2.203
C11 -3.254 -0.877 -3.124
H21 -2.988 -1.558 -2.301
H22 -4.235 -0.426 -2.918
H23 -3.299 -1.471 -4.051
C12 -3.585 -0.443 2.848
Si1 -2.198 -1.238 3.845
C13 -2.458 -0.890 5.675
C14 -2.249 -3.097 3.568
Si2 -0.126 -0.258 3.291
Te1 -0.373 -0.790 0.857
Si3 -0.032 2.077 3.631
C15 0.249 2.388 5.467
C16 1.367 2.851 2.636
C17 -1.638 2.894 3.087
Si4 1.895 -1.370 3.761
C18 1.911 -1.690 5.611
C19 2.154 -3.004 2.863
C20 3.302 -0.231 3.244
H24 -4.535 -0.847 3.231
H25 -3.520 -0.684 1.779
H26 -3.617 0.649 2.950
H27 -3.395 -1.383 5.973
H28 -1.646 -1.298 6.292
H29 -2.551 0.182 5.889
H30 -2.433 -3.359 2.518
H31 -1.327 -3.600 3.893
H32 -3.081 -3.497 4.171
H33 1.184 1.937 5.825
H34 0.312 3.475 5.631
H35 -0.575 2.000 6.082
H36 1.231 2.689 1.559
H37 1.353 3.937 2.814
H38 2.360 2.479 2.912
H39 -1.813 2.773 2.009
H40 -2.516 2.511 3.622
H41 -1.560 3.973 3.292
H42 1.064 -2.314 5.927
H43 2.840 -2.228 5.852
H44 1.891 -0.759 6.193
H45 2.190 -2.884 1.774
H46 3.122 -3.415 3.193
H47 1.377 -3.741 3.104
H48 3.297 -0.034 2.163
H49 3.287 0.732 3.768
H50 4.248 -0.736 3.489

## Properties
energy above the lowest of the compared OMol25 structures with the same formula, charge and spin = 37.4 kcal per mole
charge = +2
E = -3348.081576 Eh
E_HOMO = -11.5 eV

***

[2]
Below is a cluster of 10 separate species, C20H50BO17 in total in a non-equilibrium geometry, with properties calculated with wB97M-V/def2-TZVPD.

Element x y z (Å)
O1 2.199 2.449 2.249
C1 1.597 1.834 1.414
O2 0.426 1.239 1.532
B1 0.069 0.605 0.270
O3 1.212 0.846 -0.622
C2 2.071 1.634 -0.035
O4 3.041 2.130 -0.553
O5 -1.211 1.117 -0.288
C3 -2.079 0.107 -0.482
O6 -3.220 0.314 -0.770
C4 -1.380 -1.146 0.068
O7 -0.177 -0.830 0.494
O8 -1.819 -2.261 0.175
C5 -2.827 -5.398 1.050
C6 -3.417 -5.564 -0.367
O9 -3.417 -6.963 -0.656
H1 -2.096 -6.179 1.239
H2 -3.657 -5.535 1.752
H3 -2.419 -4.401 1.223
H4 -2.805 -4.981 -1.053
H5 -4.432 -5.159 -0.414
H6 -3.988 -7.391 -0.013
C7 2.168 1.410 5.244
C8 1.181 2.598 5.405
O10 1.126 2.915 6.804
H7 1.922 0.765 4.398
H8 2.290 0.775 6.123
H9 3.197 1.719 5.036
H10 0.171 2.311 5.117
H11 1.488 3.479 4.841
H12 2.004 3.268 6.989
C9 -0.758 0.024 -4.315
C10 0.304 1.020 -4.006
O11 1.443 0.327 -3.477
H13 -1.637 0.559 -4.701
H14 -1.114 -0.582 -3.481
H15 -0.431 -0.591 -5.155
H16 -0.001 1.812 -3.314
H17 0.630 1.480 -4.940
H18 1.150 -0.151 -2.696
C11 -4.542 1.463 -4.070
C12 -4.506 -0.048 -3.867
O12 -5.128 -0.662 -5.004
H19 -3.707 1.932 -3.542
H20 -5.450 1.905 -3.667
H21 -4.334 1.656 -5.123
H22 -4.977 -0.296 -2.912
H23 -3.465 -0.385 -3.837
H24 -5.010 -1.605 -4.841
C13 5.056 0.196 2.798
C14 5.538 1.473 2.099
O13 6.628 1.243 1.213
H25 4.970 -0.573 2.027
H26 4.120 0.446 3.294
H27 5.757 -0.239 3.513
H28 5.851 2.201 2.860
H29 4.744 2.031 1.602
H30 7.455 1.422 1.663
C15 -4.587 -1.326 2.237
C16 -5.708 -2.338 1.966
O14 -5.630 -2.732 0.593
H31 -3.556 -1.674 2.198
H32 -4.595 -0.723 3.154
H33 -4.708 -0.499 1.530
H34 -6.696 -1.929 2.145
H35 -5.441 -3.225 2.547
H36 -4.778 -3.168 0.479
C17 2.215 -2.411 -0.760
C18 3.326 -3.467 -1.081
O15 4.286 -3.388 -0.029
H37 1.692 -2.170 -1.688
H38 2.596 -1.475 -0.362
H39 1.570 -2.887 -0.023
H40 3.867 -3.054 -1.934
H41 2.870 -4.427 -1.311
H42 4.361 -4.175 0.514
C19 1.622 5.326 -1.312
C20 0.119 5.156 -1.283
O16 -0.551 6.270 -0.720
H43 1.966 6.184 -1.892
H44 2.040 4.405 -1.721
H45 1.967 5.502 -0.290
H46 -0.253 4.250 -0.807
H47 -0.172 4.965 -2.328
H48 -0.319 7.101 -1.138
O17 5.642 1.360 -1.386
H49 6.272 1.357 -0.648
H50 4.780 1.424 -0.944

## Properties
energy above the lowest of the compared OMol25 structures with the same formula, charge and spin = 0.0 kcal per mole
charge = -1
E = -2096.185502 Eh
E_HOMO = -7.7 eV

***

[3]
Below is a structure of composition C20H50CrN4O8 in a non-equilibrium geometry, with properties calculated with wB97M-V/def2-TZVPD.

Element x y z (Å)
Cr1 -0.555 2.292 4.201
C1 -3.494 4.693 5.768
C2 -2.368 3.871 5.199
O1 -1.994 2.877 5.822
O2 -1.845 3.951 4.049
H1 -3.869 4.353 6.733
H2 -4.345 4.600 5.093
H3 -3.376 5.770 5.883
C3 1.067 1.472 0.469
C4 0.413 1.631 1.840
O3 0.805 1.043 2.874
O4 -0.407 2.575 2.025
H4 1.782 0.651 0.524
H5 1.601 2.393 0.236
H6 0.422 1.206 -0.369
C5 -2.419 0.843 -4.231
C6 -2.484 0.857 -2.665
C7 -1.821 -0.356 -2.004
O5 -2.169 -0.541 -0.698
C8 -1.924 -1.774 -0.047
N1 -1.810 2.116 -2.142
H7 -2.404 -0.158 -4.661
H8 -1.435 1.262 -4.442
H9 -3.139 1.506 -4.710
H10 -3.498 0.957 -2.277
H11 -0.731 -0.373 -1.983
H12 -2.093 -1.267 -2.536
H13 -2.333 -1.769 0.963
H14 -0.884 -2.101 -0.065
H15 -2.580 -2.527 -0.482
H16 -2.017 2.133 -1.154
H17 -2.445 2.781 -2.561
C9 -2.027 -1.830 4.761
C10 -1.768 -0.575 3.951
C11 -3.050 0.114 3.388
O6 -2.672 1.386 2.967
C12 -3.479 1.892 1.955
N2 -1.085 0.310 4.916
H18 -2.609 -1.605 5.654
H19 -1.046 -2.284 4.895
H20 -2.571 -2.535 4.132
H21 -1.027 -0.818 3.189
H22 -3.817 0.222 4.156
H23 -3.494 -0.494 2.599
H24 -4.529 1.966 2.235
H25 -3.496 1.389 0.988
H26 -3.163 2.904 1.701
H27 -1.594 0.179 5.779
H28 -0.274 -0.281 5.030
C13 2.255 -0.025 -3.221
C14 2.060 1.010 -4.329
C15 1.240 0.389 -5.464
O7 2.156 -0.340 -6.247
C16 1.850 -0.583 -7.591
N3 1.047 1.924 -3.733
H29 2.799 0.521 -2.451
H30 2.964 -0.777 -3.567
H31 1.432 -0.641 -2.856
H32 2.954 1.413 -4.805
H33 0.663 1.181 -5.941
H34 0.534 -0.374 -5.135
H35 2.728 -1.025 -8.063
H36 1.345 0.233 -8.108
H37 1.065 -1.331 -7.482
H38 0.151 1.596 -3.402
H39 1.439 2.290 -2.876
C17 2.534 -2.575 2.009
C18 3.006 -3.276 0.852
C19 4.188 -2.644 0.212
O8 4.758 -3.353 -0.870
C20 5.702 -2.551 -1.622
N4 3.248 -4.620 1.274
H40 1.894 -3.226 2.605
H41 1.903 -1.769 1.634
H42 3.164 -2.177 2.804
H43 2.219 -3.399 0.108
H44 4.984 -2.652 0.957
H45 3.968 -1.612 -0.062
H46 6.489 -2.243 -0.933
H47 5.218 -1.609 -1.880
H48 6.186 -3.103 -2.427
H49 3.545 -4.474 2.228
H50 2.364 -5.084 1.428

## Properties
multiplicity = 4
<S²> = 3.923
charge = +1
E = -2657.071283 Eh
E_HOMO (spin up / spin down) = -10.4 / -10.4 eV

***

[4]
Below is a cluster of 3 separate species, C20H50FN4O9P2 in total in a non-equilibrium geometry, with properties calculated with wB97M-V/def2-TZVPD.

Element x y z (Å)
C1 5.703 4.878 1.918
C2 4.779 3.738 1.533
F1 3.896 4.208 0.587
N1 5.492 2.577 0.926
C3 4.495 1.486 0.690
C4 5.152 0.272 0.037
O1 6.463 -0.068 0.439
C5 7.089 0.650 1.476
C6 8.582 0.864 1.174
C7 8.908 1.761 -0.037
N2 10.313 1.471 -0.362
N3 8.747 3.200 0.253
N4 8.197 1.508 -1.272
C8 6.467 2.004 1.894
H1 6.739 4.717 1.615
H2 5.378 5.798 1.438
H3 5.708 5.064 2.990
H4 4.160 3.408 2.366
H5 5.942 2.885 0.060
H6 3.718 1.832 0.014
H7 4.018 1.173 1.616
H8 4.485 -0.582 0.175
H9 5.169 0.439 -1.046
H10 7.079 0.029 2.377
H11 8.952 1.383 2.067
H12 9.129 -0.074 1.147
H13 10.566 1.947 -1.219
H14 10.902 1.776 0.401
H15 8.785 3.663 -0.650
H16 9.551 3.547 0.761
H17 7.215 1.734 -1.199
H18 8.256 0.527 -1.515
H19 5.890 1.835 2.807
H20 7.230 2.716 2.177
O2 1.200 -0.760 0.281
P1 -0.159 -0.779 0.885
O3 -1.130 -1.451 -0.225
C9 -1.008 -2.854 -0.513
C10 -1.538 -3.724 0.610
O4 -0.565 0.806 0.763
C11 0.402 1.784 0.418
C12 0.384 2.067 -1.072
O5 -1.067 -1.007 2.183
C13 -2.223 -0.219 2.536
C14 -3.323 -0.200 1.503
H21 0.037 -3.094 -0.731
H22 -1.583 -3.031 -1.420
H23 -0.919 -3.637 1.506
H24 -1.547 -4.771 0.307
H25 -2.550 -3.427 0.885
H26 1.393 1.477 0.754
H27 0.148 2.696 0.963
H28 0.391 1.146 -1.654
H29 1.243 2.674 -1.366
H30 -0.525 2.604 -1.343
H31 -1.918 0.790 2.808
H32 -2.609 -0.677 3.447
H33 -3.026 0.313 0.590
H34 -4.193 0.323 1.903
H35 -3.621 -1.212 1.227
O6 -6.166 -2.556 -0.072
P2 -7.308 -1.892 -0.763
O7 -8.429 -3.079 -0.855
C15 -9.143 -3.455 0.328
C16 -10.149 -2.402 0.757
O8 -6.673 -1.914 -2.280
C17 -5.289 -2.153 -2.526
C18 -5.034 -3.617 -2.823
O9 -8.297 -0.679 -1.170
C19 -8.730 -0.374 -2.509
C20 -9.461 -1.484 -3.228
H36 -8.434 -3.663 1.134
H37 -9.659 -4.384 0.093
H38 -9.649 -1.489 1.090
H39 -10.759 -2.772 1.581
H40 -10.802 -2.129 -0.071
H41 -4.678 -1.803 -1.695
H42 -5.017 -1.549 -3.395
H43 -5.510 -4.264 -2.087
H44 -3.963 -3.831 -2.836
H45 -5.450 -3.885 -3.796
H46 -7.887 -0.014 -3.097
H47 -9.409 0.472 -2.397
H48 -8.816 -2.333 -3.441
H49 -9.837 -1.107 -4.181
H50 -10.302 -1.848 -2.639

## Properties
energy above the lowest of the compared OMol25 structures with the same formula, charge and spin = 0.0 kcal per mole
charge = +1
E = -2470.641427 Eh
E_HOMO = -11.4 eV

***

[5]
Below is a cluster of 5 separate species, C20H50O10 in total in a non-equilibrium geometry, with properties calculated with wB97M-V/def2-TZVPD.

Element x y z (Å)
C1 2.202 0.635 -1.669
O1 3.575 0.270 -1.164
C2 4.638 0.352 -2.169
C3 5.780 -0.640 -1.988
O2 6.432 -0.269 -0.804
C4 7.543 -1.129 -0.505
H1 2.038 0.050 -2.574
H2 2.065 1.676 -1.961
H3 1.386 0.336 -1.010
H4 4.875 1.414 -2.111
H5 4.163 0.132 -3.125
H6 6.399 -0.641 -2.886
H7 5.286 -1.593 -1.799
H8 7.082 -2.061 -0.179
H9 8.227 -0.722 0.239
H10 8.198 -1.237 -1.370
C5 4.912 -1.468 3.766
O3 4.008 -2.014 2.797
C6 4.754 -2.453 1.609
C7 3.934 -3.502 0.771
O4 3.815 -4.756 1.424
C8 2.582 -5.043 2.185
H11 5.442 -0.594 3.388
H12 5.777 -1.991 4.174
H13 4.291 -1.041 4.554
H14 5.699 -2.929 1.869
H15 4.963 -1.579 0.992
H16 4.480 -3.809 -0.121
H17 2.997 -3.038 0.464
H18 1.594 -4.935 1.738
H19 2.573 -4.520 3.141
H20 2.597 -6.110 2.410
C9 -5.758 -0.418 -1.855
O5 -4.562 0.254 -2.505
C10 -3.411 -0.156 -1.904
C11 -2.250 0.318 -2.715
O6 -2.039 1.759 -2.643
C12 -2.649 2.598 -3.608
H21 -5.654 -1.502 -1.895
H22 -6.601 -0.035 -2.430
H23 -5.811 -0.200 -0.789
H24 -3.424 -1.245 -1.877
H25 -3.259 0.083 -0.851
H26 -2.301 -0.142 -3.702
H27 -1.243 0.022 -2.422
H28 -2.334 2.429 -4.637
H29 -2.406 3.608 -3.277
H30 -3.736 2.536 -3.561
C13 -0.754 0.881 1.112
O7 -1.008 -0.217 0.299
C14 -0.424 -1.472 0.767
C15 -0.980 -2.679 0.007
O8 -0.861 -2.485 -1.433
C16 -1.437 -3.564 -2.187
H31 0.192 1.376 0.890
H32 -0.872 0.660 2.172
H33 -1.425 1.669 0.770
H34 -0.507 -1.524 1.853
H35 0.641 -1.387 0.551
H36 -2.006 -2.898 0.304
H37 -0.420 -3.517 0.422
H38 -0.808 -4.391 -1.859
H39 -1.083 -3.308 -3.186
H40 -2.492 -3.752 -1.986
C17 -6.075 6.331 2.738
O9 -5.283 5.112 3.014
C18 -4.077 5.010 2.247
C19 -3.350 3.738 2.498
O10 -3.993 2.523 2.129
C20 -4.357 2.357 0.785
H41 -6.515 6.134 1.760
H42 -5.488 7.241 2.624
H43 -6.773 6.405 3.572
H44 -3.460 5.878 2.479
H45 -4.272 5.131 1.181
H46 -3.313 3.611 3.580
H47 -2.341 3.738 2.086
H48 -5.226 2.959 0.516
H49 -4.602 1.295 0.764
H50 -3.504 2.449 0.113

## Properties
multiplicity = 2
<S²> = 0.750
energy above the lowest of the compared OMol25 structures with the same formula, charge and spin = 124.6 kcal per mole
charge = -1
E = -1544.059559 Eh
E_HOMO (spin up / spin down) = 1.0 / -7.0 eV

***

[6]
Below is a cluster of 3 separate species, C20H51BN5O2 in total in a non-equilibrium geometry, with properties calculated with wB97M-V/def2-TZVPD.

Element x y z (Å)
C1 4.739 -0.317 -0.903
C2 4.887 0.929 -1.831
C3 3.787 2.009 -1.639
C4 2.559 1.834 -2.604
N1 1.262 1.884 -1.890
C5 0.490 0.652 -1.958
B1 -0.745 0.825 -0.915
N2 -0.690 1.657 0.264
O1 -1.945 0.096 -1.171
C6 1.348 -0.524 -1.370
O2 1.973 -1.303 -2.368
C7 0.946 -2.005 -3.056
C8 -0.176 -1.112 -3.661
N3 -0.045 0.337 -3.337
H1 4.086 -0.159 -0.037
H2 5.713 -0.629 -0.500
H3 4.412 -1.162 -1.526
H4 4.982 0.614 -2.878
H5 5.848 1.399 -1.574
H6 4.261 2.972 -1.878
H7 3.464 2.095 -0.591
H8 2.685 0.963 -3.264
H9 2.591 2.719 -3.262
H10 0.695 2.667 -2.191
H11 0.234 2.043 0.437
H12 -0.893 1.097 1.088
H13 -1.973 -0.689 -0.624
H14 2.047 -0.058 -0.676
H15 0.660 -1.181 -0.797
H16 1.436 -2.619 -3.820
H17 0.511 -2.728 -2.340
H18 -0.130 -1.222 -4.753
H19 -1.154 -1.501 -3.361
H20 0.521 0.784 -4.060
H21 -0.975 0.750 -3.422
C9 -3.383 7.454 3.901
C10 -3.166 6.802 2.543
N4 -1.885 6.124 2.428
C11 -1.555 5.747 1.064
C12 -2.447 4.714 0.370
C13 -1.606 5.120 3.441
C14 -2.588 3.954 3.587
H22 -2.568 8.137 4.144
H23 -4.310 8.029 3.888
H24 -3.471 6.717 4.701
H25 -3.203 7.593 1.790
H26 -4.009 6.129 2.334
H27 -0.518 5.395 1.035
H28 -1.558 6.659 0.458
H29 -2.266 3.709 0.742
H30 -2.226 4.701 -0.702
H31 -3.509 4.942 0.477
H32 -1.534 5.625 4.408
H33 -0.601 4.721 3.274
H34 -3.628 4.281 3.573
H35 -2.420 3.451 4.542
H36 -2.451 3.206 2.806
C15 0.104 -8.151 1.937
C16 -0.376 -6.722 1.734
N5 0.545 -5.909 0.953
C17 0.235 -4.492 0.994
C18 -1.090 -4.029 0.381
C19 0.904 -6.437 -0.354
C20 -0.223 -6.715 -1.353
H37 1.101 -8.172 2.380
H38 -0.575 -8.674 2.611
H39 0.128 -8.713 1.001
H40 -0.479 -6.267 2.723
H41 -1.382 -6.745 1.292
H42 1.056 -3.938 0.526
H43 0.249 -4.180 2.043
H44 -1.057 -4.040 -0.710
H45 -1.292 -2.996 0.685
H46 -1.936 -4.632 0.709
H47 1.459 -7.366 -0.203
H48 1.633 -5.765 -0.817
H49 -1.070 -7.228 -0.894
H50 0.148 -7.356 -2.155
H51 -0.587 -5.800 -1.822

## Properties
charge = +1
E = -1241.514252 Eh
E_HOMO = -9.8 eV